16
Properties=species:S:1:pos:R:3 method="wB97M-V/def2-TZVPD" total_charge=+1 e_tot_ev=-4329.753 de_lowest_kcal_mol=34.11 gap_ev="14.034 / 4.042" fmax_ha_per_bohr=0.0678 spin_multiplicity=2 s2=0.754 e_lumo_ev="-2.9 / -11.5"
C 1.4410 -2.1259 0.4139
C -0.0381 -2.0872 -0.0007
H 2.0099 -3.0292 0.1603
H 2.0428 -1.3771 0.0462
H 1.5776 -1.7529 1.4605
H -0.6890 -1.1315 0.0243
H -0.6024 -2.8226 0.5356
H -0.1037 -2.2550 -1.1441
C -0.7346 2.8203 -0.5067
C -0.6767 1.4011 0.0955
H -0.0169 2.8834 -1.4680
H -1.7252 2.9449 -0.8729
H -0.3579 3.5038 0.3467
H -0.6320 1.3504 1.2610
H 0.1435 0.8722 -0.2295
H -1.5959 0.7640 -0.1323


16
Properties=species:S:1:pos:R:3 method="wB97M-V/def2-TZVPD" total_charge=+1 e_tot_ev=-4330.305 de_lowest_kcal_mol=21.38 gap_ev="13.619 / 3.953" fmax_ha_per_bohr=0.0841 spin_multiplicity=2 s2=0.753 e_lumo_ev="-2.9 / -11.8"
C 1.5095 0.7619 0.1087
C 2.3313 2.0882 -0.0257
H 1.9488 0.0647 0.8063
H 0.5015 0.8241 0.4226
H 1.5463 0.1914 -0.8009
H 2.1278 2.7118 0.8990
H 2.1517 2.6588 -0.8722
H 3.3680 1.7770 0.0800
C -1.2683 -1.1499 0.2214
C -2.5853 -1.6466 -0.4050
H -1.1347 -0.0943 0.1678
H -1.3494 -1.2630 1.3582
H -0.3591 -1.5927 -0.1116
H -2.6202 -2.7475 -0.3890
H -2.6784 -1.3238 -1.4493
H -3.4895 -1.2600 -0.0103


16
Properties=species:S:1:pos:R:3 method="wB97M-V/def2-TZVPD" total_charge=+1 e_tot_ev=-4330.660 de_lowest_kcal_mol=13.20 gap_ev="12.415 / 3.924" fmax_ha_per_bohr=0.0368 spin_multiplicity=2 s2=0.752 e_lumo_ev="-3.3 / -11.4"
C 1.7695 0.2304 0.5423
C 2.0333 0.5354 -0.9005
H 2.4640 0.6174 1.2893
H 0.7342 0.4229 0.8434
H 1.8341 -0.8507 0.7580
H 3.1134 0.5564 -1.0908
H 1.7480 1.5444 -1.2022
H 1.6458 -0.2048 -1.6086
C -1.9310 0.0142 -0.5046
C -1.9100 -0.7357 0.8397
H -1.0457 0.1469 -1.1578
H -2.6361 -0.5532 -1.1344
H -2.1970 1.0327 -0.1382
H -1.0952 -0.2859 1.4246
H -2.8398 -0.6744 1.4148
H -1.6874 -1.7958 0.6248


31
Properties=species:S:1:pos:R:3 method="wB97M-V/def2-TZVPD" total_charge=-1 e_tot_ev=-53851.592 de_lowest_kcal_mol=478.74 gap_ev=7.356 fmax_ha_per_bohr=0.2909 e_lumo_ev=2.4
Rb -0.5063 -0.1555 0.4007
B -1.0939 0.0519 3.2148
F 0.2034 0.3733 3.4256
F -1.6219 -0.6453 4.2323
F -1.8436 1.1982 3.0070
F -1.1660 -0.6997 2.1008
B -1.4545 0.5024 -2.0481
F -1.7421 -0.5531 -2.9341
F -0.1206 0.7489 -1.9139
F -2.0196 1.6647 -2.4559
F -1.8417 0.1948 -0.8166
C 0.5155 2.5451 -0.4652
S 1.7582 1.7460 0.6505
O 1.7479 0.3001 0.2088
C 0.7273 1.8595 2.1872
H 0.3102 3.5901 -0.2328
H -0.2982 1.8613 -0.7070
H 0.9950 2.6552 -1.4378
H 1.1069 1.2245 2.9877
H -0.2635 1.4100 2.1219
H 0.6290 2.9085 2.4667
C 0.5960 -1.0233 -1.7740
S 1.3543 -2.1334 -0.5046
O 0.4344 -1.8098 0.7237
C 0.5711 -3.6746 -1.3457
H -0.2988 -1.2944 -2.3342
H 1.3701 -1.0346 -2.5412
H 0.6900 0.0324 -1.5194
H 0.9858 -3.7615 -2.3500
H -0.4720 -3.5341 -1.6293
H 0.7475 -4.5479 -0.7178


26
Properties=species:S:1:pos:R:3 method="wB97M-V/def2-TZVPD" total_charge=+1 e_tot_ev=-105584.046 de_lowest_kcal_mol=61.11 gap_ev=3.089 fmax_ha_per_bohr=0.1039 e_lumo_ev=-9.9
Be -2.6815 0.1785 1.2695
B -0.4017 1.0959 0.5958
H 0.6394 1.3048 0.4039
H -0.5602 0.0412 0.4328
H -0.6571 1.3343 1.6166
H -1.0074 1.6764 -0.0827
C 1.0111 0.6853 -2.3740
Cl 0.4583 1.5549 -3.8374
Cl 2.3618 -0.4327 -2.7087
H 1.4750 1.4662 -1.7715
H 0.1893 0.2310 -1.8205
C 0.3530 -3.0989 -1.1786
Cl -0.3622 -4.5853 -0.5329
Cl -0.8810 -2.3097 -2.2232
H 0.6280 -2.4184 -0.3727
H 1.1960 -3.3376 -1.8271
C -0.6198 -3.2665 3.5089
Cl -0.7454 -2.0340 2.2801
Cl -2.1463 -3.4316 4.4012
H -0.4499 -4.1957 2.9651
H 0.2085 -3.1025 4.1982
C 0.3663 4.4010 -0.5352
Cl 1.9158 4.7196 -1.2707
Cl -0.9924 5.5571 -1.0278
H 0.0077 3.3735 -0.5956
H 0.6948 4.5933 0.4862


24
Properties=species:S:1:pos:R:3 method="wB97M-V/def2-TZVPD" total_charge=+2 e_tot_ev=-298419.212 de_lowest_kcal_mol=109.17 gap_ev=4.792 fmax_ha_per_bohr=0.0960 e_lumo_ev=-9.4
Na -1.0100 -27.2910 13.8275
Na 1.3345 -27.9519 15.5092
Na 2.0242 -26.7331 13.0102
B 0.4900 -28.6635 13.4731
H -0.0989 -28.5958 14.3747
H -0.0255 -28.5032 12.5388
H 1.2563 -27.9044 13.4991
H 0.8937 -29.6640 13.4578
Br 4.5329 -29.5004 13.5370
C 3.3987 -31.1112 13.3819
C 3.4000 -31.6560 11.9291
Br 2.3600 -33.3063 12.1118
H 2.3803 -30.7326 13.4698
H 3.8032 -31.9096 14.0039
H 4.3490 -31.9260 11.4660
H 2.8321 -30.9927 11.2766
Br -2.2968 -33.0731 11.6819
C -0.8030 -31.9707 11.3178
C -1.1516 -30.5086 11.4079
Br -2.1723 -29.9928 9.8361
H -0.2897 -32.2246 10.3904
H 0.0244 -32.3413 11.9230
H -0.2995 -29.8367 11.5108
H -1.6054 -30.1754 12.3412


18
Properties=species:S:1:pos:R:3 method="wB97M-V/def2-TZVPD" total_charge=0 e_tot_ev=-6508.909 de_lowest_kcal_mol=24.14 gap_ev=10.025 smiles=CB(C)N(C)C fmax_ha_per_bohr=0.0916 e_lumo_ev=0.7
C 1.3010 -1.6708 0.0083
B 0.6741 -0.2551 -0.0335
C 1.7056 1.1598 -0.0595
N -0.6953 0.0627 -0.0811
C -1.7886 -0.8840 -0.0154
C -1.2818 1.4334 0.0836
H 1.2018 -2.1713 -0.8658
H 1.0599 -2.5528 0.7698
H 2.4169 -1.6328 0.1520
H 2.8135 0.9330 -0.0805
H 1.3312 1.6722 0.7908
H 1.5239 1.8406 -0.9652
H -2.2478 -0.7459 0.9563
H -2.4446 -0.5991 -0.8633
H -1.3474 -1.7942 -0.1101
H -1.9997 1.4061 0.9068
H -0.4739 2.2065 0.3274
H -1.7488 1.5915 -0.9205


22
Properties=species:S:1:pos:R:3 method="wB97M-V/def2-TZVPD" total_charge=+2 e_tot_ev=-83595.161 gap_ev=2.358 fmax_ha_per_bohr=0.0733 e_lumo_ev=-12.4
Y -2.1353 -3.7317 2.8303
Br -0.6176 -2.4500 0.9388
C 3.1923 -0.8850 1.1988
C 2.5970 0.1310 0.2652
O 1.3203 0.6130 0.6973
O 3.4622 -0.3240 2.5072
H 4.1687 -1.2790 0.9003
H 2.4008 -1.6003 1.1648
H 2.3600 -0.3132 -0.7026
H 3.1964 1.0179 0.1279
H 0.6572 0.1703 0.1724
H 3.1309 -1.0885 2.9542
C -2.0549 1.3012 -1.9802
C -2.6778 0.2724 -1.1631
O -3.2138 0.8262 -0.0187
O -0.8103 1.7299 -1.3731
H -2.8367 2.0917 -1.9559
H -1.8713 1.0463 -3.0408
H -1.9763 -0.5423 -0.9099
H -3.3965 -0.1853 -1.8467
H -3.9575 1.3571 -0.3358
H -0.9378 1.8423 -0.4302


20
Properties=species:S:1:pos:R:3 method="wB97M-V/def2-TZVPD" total_charge=+1 e_tot_ev=-38750.486 de_lowest_kcal_mol=22.34 gap_ev=10.517 smiles=CC(C)([NH3+])C[SiH](Cl)Cl fmax_ha_per_bohr=0.0923 e_lumo_ev=-3.5
C -0.3453 1.2989 1.2065
C -0.1905 0.0338 0.2186
C 0.1355 0.3840 -1.2751
N 1.1779 -0.6760 0.6974
C -1.2592 -1.0035 0.3780
Si -2.8798 -0.2608 -0.5819
Cl -3.0704 1.7463 -0.3355
Cl -4.3539 -1.1452 0.5448
H -0.4938 0.9579 2.2658
H 0.5740 1.9784 1.2544
H -1.1218 1.8505 0.8675
H 0.7093 -0.3810 -1.8394
H 0.8212 1.3221 -1.3280
H -0.7588 0.6594 -1.8942
H 1.7144 0.1131 0.8136
H 1.5645 -1.4515 0.0352
H 1.1491 -1.1737 1.6610
H -1.5681 -1.2725 1.3834
H -1.1013 -1.8861 -0.2889
H -2.9993 -0.9683 -1.7841


21
Properties=species:S:1:pos:R:3 method="wB97M-V/def2-TZVPD" total_charge=0 e_tot_ev=-31181.699 de_lowest_kcal_mol=0.00 gap_ev=10.451 smiles="C/C=N/CC.NP(O)Cl" fmax_ha_per_bohr=0.0845 e_lumo_ev=1.0
C -0.5249 -1.8574 0.2358
C -1.1714 -0.5316 0.1897
N -0.6377 0.5888 0.4745
C -1.4520 1.7602 0.7392
C -0.7027 3.1658 0.7381
H -1.1885 -2.3913 1.0031
H -0.6778 -2.4140 -0.6938
H 0.4299 -1.8766 0.7025
H -2.2080 -0.6120 -0.0823
H -1.9391 1.7042 1.7424
H -2.3747 1.7783 0.0297
H 0.1525 2.8497 0.0798
H -1.4693 3.8639 0.3224
H -0.2554 3.4571 1.6377
N 4.4503 -0.2141 -0.0441
P 3.1843 -1.1775 -0.4176
O 2.2443 -0.2621 0.4733
Cl 3.4197 -2.6550 1.1043
H 4.4337 -0.2064 0.9760
H 5.3112 -0.0665 -0.6082
H 1.2959 -0.3549 0.4730


20
Properties=species:S:1:pos:R:3 method="wB97M-V/def2-TZVPD" total_charge=+1 e_tot_ev=-27714.613 de_lowest_kcal_mol=18.66 gap_ev=10.711 fmax_ha_per_bohr=0.0675 e_lumo_ev=-3.3
C 1.6335 -2.5111 0.0559
N 0.7257 -1.4257 0.2780
C 1.0267 -0.2254 0.3157
Cl 2.7147 0.3838 0.2403
C 0.0611 0.8765 -0.0372
Si 0.1419 1.2599 -1.9076
N -1.4546 0.5274 0.2218
C -1.8842 0.7598 1.6624
H 1.8398 -3.0471 0.9123
H 2.5763 -2.2163 -0.3927
H 1.2178 -3.1277 -0.7391
H 0.2079 1.7945 0.5840
H 1.5832 0.9111 -2.1237
H -0.1067 2.7507 -2.1422
H -0.9171 0.3080 -2.3031
H -1.5398 -0.4306 -0.0080
H -2.0346 1.0626 -0.4147
H -1.9398 1.7850 1.9252
H -2.8051 0.2990 1.6448
H -1.0467 0.2657 2.2281


19
Properties=species:S:1:pos:R:3 method="wB97M-V/def2-TZVPD" total_charge=0 e_tot_ev=-26233.091 de_lowest_kcal_mol=51.35 gap_ev=9.580 smiles=CN[Si@@H](Cl)C(C)C fmax_ha_per_bohr=0.0809 e_lumo_ev=0.8
C -1.2625 -1.2175 -2.7087
N -0.1669 -0.9958 -1.8130
Si -0.1647 0.6632 -0.8050
Cl -2.0822 1.0841 -0.3064
C 0.7677 0.3021 0.8478
C 0.1494 -0.6518 1.9993
C 1.1762 1.5790 1.7209
H -2.0110 -1.8030 -2.1687
H -1.6508 -0.1637 -3.0770
H -0.8597 -1.8658 -3.5779
H -0.0396 -1.8811 -1.3796
H 0.4253 1.8106 -1.6931
H 1.8050 -0.1119 0.5804
H -0.8119 -0.9462 1.5263
H 0.9453 -1.4344 2.2762
H -0.0181 -0.0414 2.8789
H 2.0540 2.1194 1.2318
H 1.4884 1.2715 2.6680
H 0.2563 2.2827 1.7996